This record from OMol25 describes a structure of composition C56H40F5N4OSn. The level of theory is ωB97M-V/def2-TZVPD.

Values from the calculation:
Kohn-Sham gap: 5.4169 eV
M: 998.664 g mol⁻¹
Net charge: -1
Spin multiplicity: 1

CARTESIAN COORDINATES (ANGSTROEM)
1 Sn 0.225 0.948 0.236
2 C -3.522 -3.844 5.486
3 C -2.169 -3.506 5.540
4 C -1.625 -2.498 4.757
5 C -2.416 -1.935 3.783
6 C -3.781 -2.233 3.776
7 C -4.340 -3.138 4.640
8 C -1.870 -0.963 2.813
9 C -1.770 -1.416 1.490
10 C -2.242 -2.702 1.098
11 C -2.165 -2.719 -0.251
12 C -1.696 -1.454 -0.644
13 N -1.473 -0.659 0.412
14 C -1.639 -1.059 -2.032
15 C -1.487 0.245 -2.424
16 C -1.799 0.705 -3.765
17 C -1.663 2.056 -3.729
18 C -1.190 2.402 -2.434
19 C -0.962 3.759 -2.073
20 C -1.045 4.812 -3.119
21 C -0.245 4.764 -4.272
22 C -0.286 5.804 -5.165
23 C -1.181 6.871 -5.003
24 C -2.043 6.886 -3.860
25 C -1.954 5.854 -2.969
26 C -0.653 4.112 -0.764
27 N -0.717 3.306 0.309
28 C -0.361 4.068 1.385
29 C -0.297 3.599 2.686
30 C 0.319 4.442 3.703
31 C 1.640 4.119 4.009
32 C 2.341 4.870 4.941
33 C 1.714 5.909 5.649
34 C 0.376 6.160 5.414
35 C -0.305 5.491 4.401
36 C -0.723 2.348 3.141
37 C -1.010 2.066 4.524
38 C -1.537 0.825 4.554
39 C -1.558 0.332 3.204
40 N -1.012 1.321 2.365
41 C -0.075 5.429 0.960
42 C -0.291 5.471 -0.337
43 N -1.135 1.322 -1.615
44 C -1.824 -2.122 -3.054
45 C -0.731 -2.865 -3.420
46 C -0.845 -3.903 -4.348
47 C -2.102 -4.161 -4.925
48 C -3.196 -3.408 -4.550
49 C -3.085 -2.389 -3.592
50 H -3.942 -4.654 6.110
51 H -1.582 -4.036 6.259
52 H -0.572 -2.211 4.858
53 H -4.367 -1.729 3.035
54 H -5.420 -3.364 4.632
55 H -2.514 -3.515 1.749
56 H -2.339 -3.581 -0.921
57 H -2.060 0.069 -4.610
58 H -1.883 2.759 -4.481
59 H 0.435 3.967 -4.491
60 H 0.391 5.732 -6.017
61 H -1.141 7.730 -5.671
62 H -2.763 7.715 -3.720
63 H -2.588 5.822 -2.098
64 H 2.112 3.293 3.463
65 H 3.397 4.618 5.075
66 H 2.228 6.496 6.427
67 H -0.159 6.938 5.932
68 H -1.300 5.811 4.067
69 H -0.780 2.755 5.338
70 H -1.931 0.239 5.370
71 H 0.173 6.284 1.583
72 H -0.216 6.346 -1.001
73 H 0.207 -2.600 -3.015
74 H 0.046 -4.432 -4.615
75 H -2.167 -4.919 -5.723
76 H -4.151 -3.537 -5.042
77 H -3.938 -1.763 -3.325
78 C 4.955 -6.848 -1.713
79 C 4.248 -5.733 -1.026
80 C 4.976 -4.670 -0.594
81 C 4.432 -3.559 0.012
82 C 5.321 -2.492 0.533
83 C 3.050 -3.496 0.179
84 C 2.380 -2.326 0.794
85 O 2.878 -1.589 1.603
86 C 2.240 -4.592 -0.219
87 C 0.728 -4.585 -0.036
88 C 2.860 -5.693 -0.843
89 H 5.757 -6.466 -2.377
90 H 4.287 -7.466 -2.356
91 H 5.393 -7.544 -1.010
92 H 6.066 -4.712 -0.760
93 H 6.312 -2.649 0.111
94 H 5.351 -2.551 1.657
95 H 4.982 -1.477 0.277
96 H 1.368 -2.139 0.377
97 H 0.444 -4.287 0.953
98 H 0.291 -5.541 -0.323
99 H 0.284 -3.844 -0.721
100 H 2.252 -6.557 -1.192
101 F 2.141 -1.411 -1.996
102 C 1.846 -0.061 -1.857
103 F 3.017 0.440 -1.187
104 C 2.040 0.443 -3.247
105 F 1.202 -0.159 -4.108
106 F 3.311 0.233 -3.737
107 F 1.818 1.774 -3.298

This record from OMol25 describes a structure of composition C56H44BrN3O3P2PtSTe. The level of theory is ωB97M-V/def2-TZVPD.

Values from the calculation:
Kohn-Sham gap: 4.4650 eV
M: 1303.583 g mol⁻¹
Net charge: -2
Spin multiplicity: 1

CARTESIAN COORDINATES (ANGSTROEM)
1 Pt -0.195 0.966 -0.790
2 Te 0.086 -2.800 2.448
3 C 1.647 -4.173 2.824
4 C 1.415 -5.368 3.494
5 C 2.474 -6.234 3.721
6 N 3.726 -6.001 3.338
7 C 3.936 -4.853 2.688
8 C 2.950 -3.924 2.408
9 C 0.904 -2.102 0.648
10 P 0.264 -2.870 -0.835
11 C -1.564 -2.765 -0.900
12 C -2.240 -3.528 -1.856
13 C -3.595 -3.358 -2.083
14 C -4.298 -2.394 -1.368
15 C -3.640 -1.624 -0.423
16 C -2.283 -1.811 -0.187
17 C 0.546 -4.650 -0.466
18 C 1.855 -5.116 -0.579
19 C 2.190 -6.413 -0.223
20 C 1.209 -7.281 0.236
21 C -0.101 -6.835 0.340
22 C -0.427 -5.529 -0.001
23 P 1.132 -0.364 0.466
24 C 2.711 -0.086 -0.450
25 C 3.368 -1.100 -1.131
26 C 4.544 -0.833 -1.828
27 C 5.074 0.446 -1.830
28 C 4.414 1.470 -1.155
29 C 3.232 1.210 -0.483
30 C 1.617 0.201 2.130
31 C 2.890 -0.155 2.577
32 C 3.277 0.110 3.880
33 C 2.392 0.733 4.750
34 C 1.124 1.082 4.314
35 C 0.733 0.811 3.010
36 H 0.418 -5.639 3.823
37 H 2.299 -7.177 4.233
38 H 4.959 -4.665 2.375
39 H 3.178 -3.022 1.852
40 H -1.694 -4.247 -2.455
41 H -4.089 -3.949 -2.845
42 H -5.351 -2.235 -1.568
43 H -4.175 -0.860 0.130
44 H -1.787 -1.203 0.562
45 H 2.628 -4.442 -0.934
46 H 3.219 -6.744 -0.293
47 H 1.465 -8.296 0.512
48 H -0.874 -7.502 0.704
49 H -1.450 -5.189 0.105
50 H 2.960 -2.104 -1.103
51 H 5.042 -1.630 -2.367
52 H 5.999 0.651 -2.355
53 H 4.816 2.475 -1.162
54 H 2.696 2.011 0.015
55 H 3.579 -0.648 1.903
56 H 4.270 -0.168 4.214
57 H 2.691 0.948 5.769
58 H 0.436 1.582 4.983
59 H -0.253 1.094 2.671
60 Br 1.009 3.150 -3.363
61 C -0.873 3.087 -3.049
62 C -1.688 3.898 -3.822
63 C -2.991 4.106 -3.396
64 C -3.403 3.544 -2.205
65 C -2.527 2.735 -1.507
66 N -1.288 2.475 -1.942
67 H -1.310 4.326 -4.737
68 H -3.664 4.712 -3.987
69 H -4.395 3.713 -1.812
70 H -2.786 2.260 -0.572
71 C -0.558 2.260 0.625
72 C -0.609 3.297 1.272
73 C -0.600 4.536 1.944
74 C -0.800 4.552 3.378
75 C -1.590 3.564 4.007
76 C -1.810 3.553 5.372
77 C -1.243 4.519 6.198
78 C -0.431 5.484 5.609
79 C -0.212 5.501 4.243
80 C -0.418 5.705 1.129
81 C -0.722 7.029 1.544
82 C -0.564 8.118 0.707
83 C -0.102 7.978 -0.601
84 C 0.184 6.688 -1.042
85 C 0.031 5.592 -0.215
86 H -2.036 2.800 3.380
87 H -2.436 2.776 5.802
88 H -1.418 4.512 7.268
89 H 0.057 6.228 6.232
90 H 0.459 6.240 3.823
91 H -1.117 7.189 2.539
92 H -0.818 9.106 1.081
93 H 0.028 8.838 -1.247
94 H 0.548 6.533 -2.054
95 H 0.266 4.600 -0.587
96 N 0.158 -0.163 -2.696
97 C -0.839 -0.907 -3.449
98 C -2.116 -0.393 -3.599
99 C -3.049 -1.075 -4.368
100 C -2.719 -2.275 -4.978
101 C -1.438 -2.787 -4.818
102 C -0.500 -2.108 -4.057
103 S -3.898 -3.108 -6.046
104 O -3.771 -4.516 -5.689
105 O -3.438 -2.798 -7.393
106 O -5.183 -2.513 -5.702
107 H 1.015 -0.709 -2.631
108 H 0.399 0.661 -3.248
109 H -2.397 0.520 -3.091
110 H -4.054 -0.695 -4.488
111 H -1.190 -3.731 -5.284
112 H 0.499 -2.508 -3.932

This record from OMol25 describes a structure of composition C56H44N4PS4Ti. The level of theory is ωB97M-V/def2-TZVPD.

Values from the calculation:
Kohn-Sham gap (alpha / beta): 5.4363 / 6.7965 eV
M: 980.105 g mol⁻¹
Net charge: +1
Spin multiplicity: 3

CARTESIAN COORDINATES (ANGSTROEM)
1 Ti -0.212 0.251 0.344
2 S 1.912 0.449 1.684
3 C 1.600 1.488 3.021
4 N 2.522 1.609 4.002
5 C 2.325 2.591 5.053
6 C 0.856 2.666 5.390
7 N 0.104 2.962 4.185
8 C -0.906 4.017 4.241
9 C -2.199 3.588 4.893
10 C -3.293 3.255 4.103
11 C -4.481 2.837 4.684
12 C -4.584 2.742 6.064
13 C -3.502 3.084 6.861
14 C -2.320 3.514 6.277
15 C 0.399 2.254 3.069
16 S -0.655 2.304 1.699
17 C 3.779 0.863 4.012
18 C 3.705 -0.379 4.865
19 C 3.354 -1.597 4.288
20 C 3.243 -2.738 5.067
21 C 3.486 -2.676 6.432
22 C 3.860 -1.473 7.011
23 C 3.973 -0.333 6.230
24 H 2.690 3.572 4.722
25 H 2.903 2.290 5.924
26 H 0.670 3.446 6.123
27 H 0.517 1.715 5.812
28 H -1.101 4.352 3.224
29 H -0.458 4.854 4.785
30 H -3.204 3.314 3.025
31 H -5.329 2.586 4.061
32 H -5.511 2.418 6.518
33 H -3.585 3.032 7.938
34 H -1.493 3.808 6.910
35 H 4.556 1.541 4.376
36 H 4.027 0.601 2.986
37 H 3.158 -1.641 3.223
38 H 2.965 -3.678 4.608
39 H 3.400 -3.567 7.039
40 H 4.078 -1.425 8.069
41 H 4.302 0.594 6.684
42 S 4.880 -2.491 -0.656
43 C 6.199 -3.263 -1.411
44 C 6.355 -2.862 -2.703
45 C 5.378 -1.912 -3.092
46 C 4.501 -1.614 -2.085
47 C 3.374 -0.679 -2.132
48 C 2.322 -0.800 -1.201
49 N 1.286 0.016 -1.184
50 C 1.201 0.996 -2.112
51 C 2.187 1.208 -3.076
52 C 2.008 2.250 -4.052
53 C 0.882 2.991 -4.075
54 C -0.160 2.780 -3.105
55 C -1.363 3.502 -3.092
56 C -2.329 3.246 -2.136
57 C -2.035 2.271 -1.166
58 N -0.900 1.600 -1.139
59 C 0.023 1.824 -2.103
60 C -3.606 3.964 -2.097
61 C -4.183 4.686 -3.106
62 C -5.419 5.265 -2.727
63 C -5.754 4.971 -1.440
64 S -4.581 3.992 -0.684
65 C 3.296 0.346 -3.055
66 H 6.795 -3.971 -0.862
67 H 7.130 -3.235 -3.354
68 H 5.317 -1.490 -4.083
69 H 2.322 -1.577 -0.443
70 H 2.786 2.411 -4.785
71 H 0.742 3.756 -4.825
72 H -1.520 4.269 -3.838
73 H -2.741 2.035 -0.376
74 H -3.758 4.786 -4.093
75 H -6.031 5.867 -3.380
76 H -6.631 5.280 -0.898
77 H 4.091 0.498 -3.773
78 C -1.378 -6.629 3.467
79 C -2.338 -5.644 3.261
80 C -1.989 -4.451 2.655
81 C -0.674 -4.232 2.252
82 C 0.283 -5.219 2.462
83 C -0.069 -6.420 3.067
84 P -0.110 -2.691 1.473
85 C -0.856 -1.445 2.624
86 C -0.147 -1.302 3.828
87 C -0.689 -0.609 4.891
88 C -1.948 -0.015 4.774
89 C -2.648 -0.132 3.589
90 C -2.107 -0.842 2.520
91 C -1.188 -2.526 -0.004
92 C -1.654 -3.677 -0.640
93 C -2.421 -3.573 -1.789
94 C -2.719 -2.322 -2.307
95 C -2.219 -1.183 -1.689
96 C -1.433 -1.246 -0.534
97 H -1.656 -7.560 3.943
98 H -3.359 -5.811 3.575
99 H -2.738 -3.685 2.497
100 H 1.305 -5.049 2.147
101 H 0.680 -7.185 3.225
102 H 0.833 -1.756 3.929
103 H -0.135 -0.543 5.819
104 H -2.375 0.533 5.604
105 H -3.621 0.327 3.484
106 H -2.689 -0.951 1.609
107 H -1.438 -4.657 -0.232
108 H -2.790 -4.468 -2.273
109 H -3.331 -2.232 -3.195
110 H -2.449 -0.223 -2.140

This record from OMol25 describes a structure of composition C56H45AsBrCdF3N4O2SSi. The level of theory is ωB97M-V/def2-TZVPD.

Values from the calculation:
Kohn-Sham gap: 6.7887 eV
M: 1190.387 g mol⁻¹
Spin multiplicity: 1

CARTESIAN COORDINATES (ANGSTROEM)
1 Cd -0.259 -0.369 0.120
2 Br -5.661 -1.090 5.160
3 C -3.962 -0.706 4.414
4 C -2.888 -1.524 4.719
5 C -1.656 -1.264 4.140
6 C -1.511 -0.191 3.269
7 C -2.597 0.621 2.967
8 C -3.829 0.367 3.546
9 N -0.287 0.048 2.593
10 C 0.808 -0.019 3.221
11 C 2.095 0.161 2.520
12 C 3.271 0.194 3.252
13 C 4.468 0.394 2.583
14 C 4.438 0.553 1.212
15 C 3.213 0.490 0.560
16 N 2.061 0.293 1.190
17 H -3.020 -2.374 5.374
18 H -0.818 -1.925 4.319
19 H -2.469 1.435 2.264
20 H -4.682 0.988 3.310
21 H 0.847 -0.190 4.299
22 H 3.239 0.065 4.327
23 H 5.403 0.432 3.127
24 H 5.340 0.728 0.642
25 H 3.165 0.611 -0.515
26 C -1.218 7.634 1.390
27 C -1.734 6.541 2.067
28 C -1.195 5.277 1.855
29 C -0.142 5.103 0.966
30 C 0.370 6.205 0.284
31 C -0.164 7.465 0.497
32 As 0.559 3.298 0.706
33 C 0.755 3.332 -1.229
34 C -0.255 3.170 -2.166
35 C 0.068 3.159 -3.516
36 C 1.393 3.284 -3.923
37 C 2.403 3.440 -2.987
38 C 2.087 3.475 -1.632
39 C 3.047 3.666 -0.525
40 C 4.424 3.827 -0.657
41 C 5.207 4.015 0.473
42 C 4.627 4.038 1.737
43 C 3.256 3.863 1.875
44 C 2.467 3.684 0.749
45 H -1.636 8.620 1.553
46 H -2.558 6.668 2.758
47 H -1.604 4.421 2.379
48 H 1.188 6.073 -0.415
49 H 0.237 8.320 -0.035
50 H -1.279 3.034 -1.845
51 H -0.716 3.041 -4.255
52 H 1.637 3.267 -4.978
53 H 3.431 3.542 -3.316
54 H 4.887 3.813 -1.636
55 H 6.277 4.149 0.369
56 H 5.246 4.190 2.613
57 H 2.808 3.869 2.863
58 C 0.191 -4.783 -3.967
59 C 1.279 -4.847 -3.107
60 C 1.191 -4.310 -1.826
61 C 0.029 -3.681 -1.380
62 C -1.052 -3.613 -2.271
63 C -0.982 -4.167 -3.541
64 Si -0.229 -2.875 0.319
65 C -1.705 -3.767 1.081
66 C -1.670 -5.157 1.250
67 C -2.717 -5.837 1.852
68 C -3.835 -5.134 2.293
69 C -3.899 -3.760 2.119
70 C -2.840 -3.084 1.519
71 C 1.256 -3.252 1.437
72 C 1.072 -3.693 2.752
73 C 2.141 -3.829 3.631
74 C 3.430 -3.534 3.211
75 C 3.639 -3.095 1.909
76 C 2.566 -2.948 1.043
77 H 0.246 -5.234 -4.952
78 H 2.192 -5.338 -3.423
79 H 2.044 -4.400 -1.163
80 H -1.974 -3.132 -1.950
81 H -1.846 -4.135 -4.194
82 H -0.804 -5.717 0.906
83 H -2.668 -6.912 1.976
84 H -4.656 -5.662 2.764
85 H -4.772 -3.209 2.451
86 H -2.914 -2.012 1.363
87 H 0.072 -3.946 3.091
88 H 1.968 -4.175 4.644
89 H 4.266 -3.646 3.890
90 H 4.642 -2.857 1.572
91 H 2.747 -2.566 0.041
92 C 0.002 -2.104 -6.518
93 C -0.517 -1.415 -5.303
94 C -1.821 -1.112 -5.062
95 C -2.150 -0.532 -3.817
96 N -1.239 -0.230 -2.909
97 C 0.057 -0.481 -3.166
98 S 1.300 -0.125 -2.093
99 N 0.384 -1.086 -4.352
100 C -3.573 -0.244 -3.472
101 H -0.814 -2.356 -7.191
102 H 0.514 -3.024 -6.226
103 H 0.713 -1.469 -7.049
104 H -2.585 -1.355 -5.786
105 H 1.357 -1.335 -4.465
106 H -4.262 -0.708 -4.176
107 H -3.731 0.836 -3.486
108 H -3.780 -0.587 -2.457
109 F -3.648 2.683 -1.493
110 C -3.973 1.912 -0.428
111 F -5.208 1.445 -0.628
112 F -4.019 2.719 0.647
113 C -2.927 0.786 -0.219
114 O -1.762 1.254 -0.041
115 O -3.308 -0.375 -0.282

| no. | maximum force (eV/Å) |
| --- | --- |
| 1 | 2.26 |
| 2 | 0.91 |
| 3 | 1.27 |
| 4 | 0.44 |